w.
HN2P | ωB97M-V with the def2-TZVPD basis set

The geometry in XYZ format:
```
4
Properties=species:S:1:pos:R:3
P 0.68854 0.06479 -0.55391
N -0.98482 0.36393 -0.25844
N -0.81599 -0.82632 -0.28343
H 1.11226 0.39760 1.09578
```

The spin multiplicity is 1. For the molecular weight, the calculation gives 60.00 g/mol.

x.
HN2P | ωB97M-V with the def2-TZVPD basis set

The geometry in XYZ format:
```
4
Properties=species:S:1:pos:R:3
P -0.23769 -1.15200 -0.34107
N 0.95440 1.15147 0.53828
N 0.47536 0.17876 0.20434
H -1.19208 -0.17822 -0.40156
```

The spin multiplicity is 1. For the molecular weight, the calculation gives 60.00 g/mol.

Name the least stable of them. w.

w.
C15H18N2O3 | ωB97M-V with the def2-TZVPD basis set

The geometry in XYZ format:
```
38
Properties=species:S:1:pos:R:3
O -1.48181 0.77393 -2.32433
O -0.18273 -0.67161 -1.19861
O 0.33313 0.66569 6.84128
N 0.92712 0.73963 2.57934
N 0.67221 0.54048 1.25285
C -0.57669 -0.96311 -3.61449
C -1.17666 -0.20148 -0.29577
C -1.21756 0.08925 2.27135
C -0.31067 -0.04574 -2.44111
C 0.64411 -1.78327 -4.06981
C -1.47421 0.58689 5.54059
C -0.30451 0.57188 4.67304
C -1.02244 0.64842 6.84230
C 0.93950 0.81060 -2.68377
C -0.61931 0.10604 1.03701
C 2.13455 0.02148 -3.31533
C -1.72145 1.04279 -0.93711
C 0.76493 0.56120 5.52882
C 1.96680 -1.48305 -3.37393
C -0.18210 0.49485 3.21044
H 1.99009 -1.90113 -2.34647
H 1.81373 0.50476 5.27803
H -1.16649 1.92941 -0.61694
H 0.66197 1.57389 -3.39268
H -0.96082 -0.36044 -4.43569
H 2.29299 0.44384 -4.31331
H -2.51942 0.46772 5.28321
H -2.22912 -0.22667 2.49087
H 2.82140 -1.91895 -3.91031
H 0.42009 -2.81887 -3.96078
H 0.82622 -1.58864 -5.11651
H 1.26279 1.30037 -1.77882
H -1.36221 -1.64127 -3.31061
H 1.37434 0.56905 0.52888
H -2.79178 1.18438 -0.70161
H -1.97344 -0.93131 -0.24675
H -1.58449 0.60219 7.73853
H 3.01195 0.30679 -2.71183
```

Its SMILES is c1cc(-c2cc([C@H]3COC4(CCCCC4)O3)[nH]n2)co1. The spin multiplicity is 1. For the molecular weight, the calculation gives 274.32 g/mol.

x.
C15H18N2O3 | ωB97M-V with the def2-TZVPD basis set

The geometry in XYZ format:
```
38
Properties=species:S:1:pos:R:3
O -5.46197 -1.44550 1.52749
O -1.52982 -3.69929 -2.57120
O -1.09768 -1.59447 -2.92421
N -1.68766 -2.51401 -2.29893
N -4.53462 -1.61787 0.70544
C 0.80791 1.78211 0.23270
C 2.03926 2.61731 0.55507
C -4.79103 -2.41752 -0.33323
C -1.70305 0.35945 2.01808
C -2.60086 -2.17156 -1.25737
C -1.02257 -0.78804 -0.00864
C -2.30957 -1.31229 -0.18665
C -3.84936 -2.75583 -1.28192
C -0.70541 0.04022 1.09043
C -3.02078 -0.16258 1.84142
C 3.41800 1.90861 0.42928
C -3.30235 -1.04434 0.80579
C 0.68028 0.61209 1.20036
C 3.72545 1.34993 -0.99371
C 5.01011 0.50214 -0.93732
H -0.24001 -1.06046 -0.69711
H 0.82492 0.95348 2.25144
H 1.46759 -0.11418 0.98253
H -4.19411 -3.52716 -2.01948
H 2.11107 3.50276 -0.11559
H -0.07493 2.41193 0.31220
H -5.75875 -2.83584 -0.43596
H 5.21041 -0.00715 -1.88645
H 1.90925 2.96123 1.58212
H 4.19431 2.61993 0.65661
H 4.91455 -0.27655 -0.19333
H 2.91498 0.72803 -1.30871
H 5.84300 1.14302 -0.69051
H 3.44600 1.07532 1.16856
H 0.84691 1.45688 -0.80165
H -3.82668 0.08171 2.49665
H -1.44837 1.07215 2.80543
H 3.79558 2.16636 -1.71966
```

Its SMILES is CCCCCCc1ccc2c(c1)c([N+](=O)[O-])cc[n+]2[O-]. The spin multiplicity is 1. For the molecular weight, the calculation gives 274.32 g/mol.

Name the least stable of them. x.

w.
C2H5Br2OP | ωB97M-V with the def2-TZVPD basis set

The geometry in XYZ format:
```
11
Properties=species:S:1:pos:R:3
Br -2.16917 2.37207 -0.32615
Br 1.16708 1.69471 -1.48479
P -0.75740 0.79121 -0.67145
O -1.43780 -0.15075 -1.64568
C 0.70301 -1.15214 0.21321
C 0.04320 0.12983 0.82891
H 0.67525 0.89760 1.26992
H 1.38946 -0.94118 -0.59937
H -0.60003 -0.30164 1.50560
H -0.10474 -1.71073 -0.09611
H 1.09114 -1.62898 1.00593
```

Its SMILES is CCP(=O)(Br)Br. The spin multiplicity is 1. For the molecular weight, the calculation gives 235.84 g/mol.

x.
C2H5Br2OP | ωB97M-V with the def2-TZVPD basis set

The geometry in XYZ format:
```
11
Properties=species:S:1:pos:R:3
Br 2.39912 1.38606 0.55061
Br 3.24676 -1.98536 0.47986
P 1.91992 -0.50385 -0.58498
O 2.78760 -0.34630 -1.92711
C -2.13800 -0.25970 1.10257
C -2.17962 0.87812 0.41903
H -2.95349 -1.07532 0.96465
H -1.65643 1.69976 0.76265
H -2.52800 0.94541 -0.64791
H -1.29016 -0.41132 1.68571
H 2.39231 -0.32749 -2.80508
```

Its SMILES is OP(Br)Br.C=C. The spin multiplicity is 1. For the molecular weight, the calculation gives 235.84 g/mol.

Name the least stable of them. x.